Record 1
Density functional theory data (ωB97M-V/def2-TZVPD) for a 2-piece molecular cluster, C9H14S overall at a distorted geometry.

Bonds (Å) are listed after each position.
Element x y z (Å)
1 C 2.3424 -2.6363 0.2087  C2 1.500, H8 1.085, H9 1.083, H10 1.099
2 C 2.2398 -1.1450 0.3362  C1 1.500, C3 1.392, C7 1.388
3 C 1.3042 -0.5988 1.2108  C2 1.392, C4 1.385, H11 1.077
4 C 1.1978 0.7726 1.3722  C3 1.385, C5 1.389, H12 1.075
5 C 1.9497 1.6269 0.5760  C4 1.389, C6 1.390, H13 1.080
6 C 2.8123 1.0846 -0.3690  C5 1.390, C7 1.393, H14 1.082
7 C 2.9068 -0.2952 -0.5358  C2 1.388, C6 1.393, H15 1.084
8 H 2.2838 -3.1309 1.1732  C1 1.085
9 H 3.1944 -2.9965 -0.3536  C1 1.083
10 H 1.5041 -2.9902 -0.4084  C1 1.099
11 H 0.6884 -1.2699 1.7853  C3 1.077
12 H 0.5214 1.1674 2.1089  C4 1.075
13 H 1.9817 2.7026 0.6632  C5 1.080
14 H 3.4548 1.7251 -0.9590  C6 1.082
15 H 3.5897 -0.6653 -1.2920  C7 1.084
16 C -3.8386 0.4632 -1.4564  C17 1.521, H19 1.077, H20 1.096, H21 1.089
17 C -3.9849 1.1606 -0.1124  C16 1.521, S18 1.850, H22 1.086, H23 1.085
18 S -2.5756 0.7433 1.0118  C17 1.850, H24 1.340
19 H -4.0201 -0.5904 -1.3302  C16 1.077
20 H -2.7932 0.4643 -1.7866  C16 1.096
21 H -4.3670 0.9224 -2.2909  C16 1.089
22 H -4.0282 2.2452 -0.1359  C17 1.086
23 H -4.7849 0.6877 0.4472  C17 1.085
24 H -1.5788 0.5524 0.1368  S18 1.340

Output
* SMILES: Cc1ccccc1.CCS
* Kohn-Sham gap: 9.88 eV
* 2S+1: 1
* strongest force on any atom: 1.26 eV Å⁻¹
* energy relative to the best compared isomer or geometry (same formula, charge and spin): 30.3 kJ/mol

---

Record 2
Density functional theory data (ωB97M-V/def2-TZVPD) for a 2-piece molecular cluster, C2HN3O3 overall at a distorted geometry.

Bonds (Å) are listed after each position.
Element x y z (Å)
1 C -1.1638 -0.5119 0.0486  C2 1.443, N3 1.304, H9 1.036
2 C -0.0046 0.3470 0.0330  C1 1.443, N4 1.267
3 N -2.1949 0.2827 -0.0346  C1 1.304, O8 1.342
4 N -0.3713 1.5517 -0.1064  C2 1.267, O8 1.342
5 N 2.0162 -0.4343 -0.0229  O6 1.158, O7 1.195
6 O 2.0922 -1.3103 -0.7766  N5 1.158
7 O 2.6848 0.0709 0.8288  N5 1.195
8 O -1.7119 1.5350 -0.0567  N3 1.342, N4 1.342
9 H -1.3468 -1.5307 0.0870  C1 1.036

Output
* Kohn-Sham gap: 9.27 eV
* 2S+1: 1
* strongest force on any atom: 4.83 eV Å⁻¹
* energy relative to the best compared isomer or geometry (same formula, charge and spin): 906.1 kJ/mol